Molecular formula: C54H60ClFN9O20P2S
Method: DFT, ωB97M-V/def2-TZVPD

```
148
C54H60ClFN9O20P2S (ωB97M-V/def2-TZVPD)
C 4.27 -0.17 4.90
C 4.04 -0.77 3.52
C 2.79 -1.60 3.41
O 1.56 -0.86 3.47
C 1.10 -0.38 2.26
N 0.72 1.07 2.41
P 2.19 2.14 2.90
C 2.77 2.35 1.20
O 1.54 3.60 3.18
C -0.48 1.31 3.31
O -0.11 1.57 4.61
C -1.57 0.26 3.15
N -1.17 -1.10 2.80
P -1.35 -2.14 4.12
O -2.92 -2.41 4.15
O -0.81 -3.59 3.83
S -0.75 -1.50 5.86
C -0.12 -1.18 1.78
C -0.61 -0.51 0.49
C 0.48 -0.17 -0.51
F -0.05 -0.18 -1.77
C 0.35 -2.59 1.42
C -0.64 -3.64 0.95
O -0.25 -4.69 0.47
Cl -2.39 -3.37 1.09
H 4.57 0.86 4.85
H 3.41 -0.28 5.56
H 5.10 -0.69 5.38
H 4.05 0.01 2.75
H 4.86 -1.43 3.27
H 2.84 -2.23 2.53
H 2.76 -2.27 4.26
H 1.92 -0.43 1.55
H 0.43 1.45 1.50
H 3.41 3.22 1.14
H 1.95 2.49 0.50
H 3.35 1.49 0.86
H 0.62 3.71 2.94
H -0.91 2.24 2.94
H 0.53 0.91 4.94
H -2.15 0.29 4.06
H -2.25 0.62 2.38
H -3.32 -1.70 4.66
H -0.01 -3.71 4.38
H -1.33 -1.13 -0.03
H -1.14 0.41 0.72
H 0.80 0.86 -0.35
H 1.38 -0.77 -0.46
H 0.88 -3.07 2.23
H 1.06 -2.54 0.60
C -0.94 -5.50 -2.52
C -2.25 -5.04 -2.55
C -2.97 -5.07 -3.74
C -2.36 -5.56 -4.87
C -1.06 -6.02 -4.87
C -0.34 -5.99 -3.68
N -3.12 -5.60 -6.13
O -4.25 -5.16 -6.11
O -2.57 -6.05 -7.11
H -0.38 -5.48 -1.60
H -2.71 -4.67 -1.65
H -3.99 -4.71 -3.77
H -0.60 -6.40 -5.77
H 0.68 -6.34 -3.66
C -2.55 -1.32 -5.05
C -2.14 -0.66 -3.90
C -2.38 0.68 -3.72
C -3.02 1.39 -4.71
C -3.43 0.78 -5.89
C -3.20 -0.59 -6.04
N -3.23 2.82 -4.44
O -2.83 3.24 -3.37
O -3.77 3.49 -5.29
H -2.36 -2.38 -5.18
H -1.64 -1.19 -3.10
H -2.07 1.17 -2.82
H -3.92 1.35 -6.66
H -3.52 -1.08 -6.95
C 1.90 -9.36 4.11
C 2.91 -8.66 3.45
C 3.00 -7.29 3.58
C 2.07 -6.64 4.38
C 1.06 -7.32 5.05
C 0.98 -8.69 4.90
N 2.17 -5.19 4.55
O 3.04 -4.59 3.95
O 1.37 -4.64 5.28
H 1.84 -10.44 4.00
H 3.62 -9.19 2.83
H 3.77 -6.74 3.07
H 0.36 -6.79 5.67
H 0.20 -9.24 5.41
C -5.68 -2.45 2.68
C -5.73 -1.86 1.42
C -6.92 -1.34 0.94
C -8.04 -1.42 1.73
C -8.03 -2.01 2.98
C -6.83 -2.53 3.45
N -9.31 -0.85 1.23
O -9.30 -0.35 0.13
O -10.27 -0.91 1.96
H -4.75 -2.86 3.05
H -4.83 -1.80 0.81
H -6.96 -0.88 -0.04
H -8.92 -2.07 3.57
H -6.80 -3.00 4.43
C 0.73 6.77 -0.89
C -0.41 6.30 -1.54
C -0.95 5.07 -1.19
C -0.34 4.35 -0.18
C 0.79 4.80 0.48
C 1.33 6.02 0.11
N -0.89 3.05 0.18
O -1.85 2.65 -0.42
O -0.33 2.41 1.07
H 1.15 7.72 -1.17
H -0.86 6.88 -2.32
H -1.82 4.69 -1.70
H 1.26 4.21 1.25
H 2.22 6.38 0.61
C 0.45 3.03 -6.84
C 1.38 3.84 -7.48
C 1.64 5.11 -6.99
C 0.97 5.54 -5.86
C 0.04 4.75 -5.21
C -0.22 3.48 -5.71
N 1.26 6.87 -5.31
O 2.07 7.56 -5.89
O 0.69 7.20 -4.29
H 0.25 2.03 -7.22
H 1.89 3.49 -8.36
H 2.36 5.75 -7.48
H -0.47 5.10 -4.33
H -0.93 2.85 -5.21
C 7.09 7.45 -0.32
C 5.95 7.01 -0.98
C 5.37 5.81 -0.63
C 5.94 5.06 0.39
C 7.08 5.48 1.05
C 7.66 6.69 0.69
N 5.32 3.79 0.78
O 4.33 3.43 0.17
O 5.82 3.16 1.69
H 7.54 8.40 -0.60
H 5.51 7.61 -1.77
H 4.48 5.46 -1.14
H 7.51 4.88 1.83
H 8.55 7.03 1.20
```

Properties
HOMO   -10.96 eV
LUMO energy   -4.1 eV
M   1303.58 g mol⁻¹
F_max   5.4 eV Å⁻¹
Net charge   +1
HOMO-LUMO gap   6.857 eV
Spin multiplicity   1



Molecular formula: C54H60N2O4S2W
Method: DFT, ωB97M-V/def2-TZVPD

```
123
C54H60N2O4S2W (ωB97M-V/def2-TZVPD)
W -0.11 0.07 -0.10
C -0.23 -1.22 -3.32
O 0.06 -0.30 -2.22
C 0.94 0.79 -2.56
C 2.31 0.54 -2.71
C 2.96 -0.83 -2.61
C 3.27 -1.44 -1.25
C 4.18 -2.48 -1.16
C 4.48 -3.12 0.05
C 3.86 -2.66 1.21
C 2.93 -1.63 1.17
C 2.13 -1.21 2.40
C 1.91 0.28 2.62
C 2.97 1.07 3.05
C 2.82 2.43 3.31
C 1.56 3.00 3.10
C 0.47 2.27 2.67
C -0.89 2.94 2.54
C -1.46 3.29 1.17
C -2.57 4.13 1.10
C -3.18 4.46 -0.11
C -2.66 3.91 -1.28
C -1.57 3.06 -1.27
C -1.10 2.38 -2.56
C 0.38 2.07 -2.71
C 1.24 3.11 -3.03
C 2.60 2.91 -3.23
C 3.10 1.62 -3.04
C 3.54 4.03 -3.67
C 4.13 3.63 -5.04
C 4.66 4.20 -2.65
C 2.81 5.36 -3.84
C -0.99 2.77 -0.03
O 0.04 1.85 -0.02
C -4.41 5.36 -0.11
C -4.09 6.68 0.60
C -5.54 4.63 0.65
C -4.91 5.67 -1.52
C 0.69 0.91 2.45
O -0.43 0.15 1.92
C -1.26 -0.56 2.88
C 3.96 3.29 3.84
C 4.21 4.46 2.88
C 5.26 2.50 4.00
C 3.55 3.84 5.22
C 2.66 -1.06 -0.07
O 1.63 -0.17 -0.10
C 5.44 -4.30 0.05
C 4.78 -5.44 -0.76
C 6.77 -3.91 -0.60
C 5.72 -4.81 1.46
H 0.42 -0.96 -4.15
H -1.27 -1.10 -3.61
H -0.04 -2.23 -2.98
H 3.91 -0.75 -3.14
H 2.38 -1.57 -3.17
H 4.67 -2.81 -2.07
H 4.08 -3.12 2.17
H 2.65 -1.60 3.28
H 1.17 -1.74 2.37
H 3.93 0.60 3.20
H 1.43 4.06 3.28
H -0.84 3.87 3.11
H -1.64 2.32 3.06
H -2.95 4.53 2.03
H -3.11 4.14 -2.24
H -1.37 3.04 -3.38
H -1.70 1.47 -2.70
H 0.81 4.09 -3.13
H 4.17 1.45 -3.16
H 4.74 2.73 -4.98
H 4.77 4.44 -5.40
H 3.34 3.47 -5.77
H 5.26 3.30 -2.54
H 4.26 4.47 -1.67
H 5.33 5.01 -2.97
H 2.01 5.29 -4.58
H 3.51 6.11 -4.19
H 2.39 5.72 -2.90
H -3.81 6.52 1.65
H -4.96 7.33 0.58
H -3.27 7.20 0.11
H -5.27 4.45 1.70
H -5.76 3.67 0.19
H -6.44 5.24 0.64
H -4.14 6.17 -2.11
H -5.76 6.34 -1.46
H -5.24 4.77 -2.04
H -0.86 -0.37 3.87
H -1.24 -1.62 2.65
H -2.28 -0.18 2.79
H 4.51 4.10 1.89
H 5.02 5.08 3.27
H 3.33 5.10 2.76
H 5.63 2.12 3.05
H 5.14 1.67 4.70
H 6.03 3.16 4.41
H 2.67 4.49 5.16
H 4.37 4.43 5.63
H 3.33 3.03 5.91
H 4.61 -5.15 -1.79
H 3.83 -5.73 -0.32
H 5.44 -6.31 -0.75
H 6.65 -3.63 -1.65
H 7.46 -4.75 -0.57
H 7.23 -3.07 -0.08
H 4.82 -5.19 1.95
H 6.17 -4.04 2.09
H 6.43 -5.64 1.41
S -2.49 0.02 -0.40
C -2.75 -1.57 -1.12
C -3.86 -1.78 -1.92
C -4.09 -3.03 -2.48
C -5.20 -3.20 -3.38
N -6.07 -3.29 -4.12
C -3.22 -4.09 -2.19
C -2.11 -3.88 -1.38
C -1.85 -2.62 -0.86
S -0.39 -2.36 0.09
C -3.45 -5.40 -2.73
N -3.62 -6.45 -3.15
H -4.55 -0.97 -2.12
H -1.44 -4.70 -1.16
```

Properties
HOMO   -13.83 eV
LUMO energy   -7.9 eV
M   1049.06 g mol⁻¹
F_max   3.7 eV Å⁻¹
Net charge   +2
HOMO-LUMO gap   5.918 eV
Spin multiplicity   1



Molecular formula: C54H61AsIrN2O7PS3Si
Method: DFT, ωB97M-V/def2-TZVPD

```
131
C54H61AsIrN2O7PS3Si (ωB97M-V/def2-TZVPD)
Ir -0.35 0.85 -1.28
O -2.52 1.23 -1.99
S -2.72 -0.12 -2.57
O -3.95 -0.77 -2.21
O -1.50 -0.94 -2.32
C -2.71 0.17 -4.32
C -3.77 -0.24 -5.11
C -3.74 0.02 -6.47
C -2.65 0.67 -7.02
C -1.59 1.08 -6.23
C -1.61 0.84 -4.86
P -0.19 1.37 -3.82
C 1.14 0.47 -4.68
C 2.24 1.04 -5.32
C 3.20 0.23 -5.90
C 3.08 -1.15 -5.87
C 1.98 -1.73 -5.24
C 1.02 -0.93 -4.64
C -0.01 3.13 -4.22
C -1.10 3.88 -4.66
C -0.96 5.23 -4.91
C 0.27 5.85 -4.75
C 1.35 5.13 -4.27
C 1.20 3.78 -3.98
H -4.61 -0.75 -4.63
H -4.57 -0.29 -7.09
H -2.62 0.86 -8.09
H -0.75 1.59 -6.68
H 2.33 2.11 -5.39
H 4.05 0.68 -6.40
H 3.83 -1.78 -6.32
H 1.86 -2.80 -5.23
H 0.17 -1.37 -4.14
H -2.07 3.40 -4.78
H -1.82 5.81 -5.24
H 0.38 6.90 -4.98
H 2.30 5.62 -4.11
H 2.03 3.23 -3.54
S 0.30 3.11 -0.84
C 1.70 3.50 0.13
C 2.48 4.57 -0.34
C 3.47 5.12 0.46
C 3.67 4.63 1.74
C 2.93 3.56 2.20
C 1.96 2.96 1.41
As 0.99 1.37 2.10
C 2.43 0.07 2.07
C 3.72 0.39 1.67
C 4.72 -0.58 1.69
C 4.43 -1.87 2.11
C 3.14 -2.19 2.50
C 2.14 -1.23 2.48
C 1.01 1.82 4.00
C -0.04 2.57 4.50
C -0.05 2.96 5.83
C 1.00 2.60 6.66
C 2.06 1.86 6.16
C 2.06 1.45 4.84
H 2.27 4.98 -1.32
H 4.05 5.96 0.09
H 4.41 5.09 2.39
H 3.11 3.17 3.20
H 3.96 1.39 1.34
H 5.73 -0.32 1.37
H 5.22 -2.62 2.14
H 2.91 -3.20 2.82
H 1.14 -1.49 2.78
H -0.85 2.86 3.83
H -0.88 3.54 6.22
H 0.99 2.90 7.70
H 2.87 1.57 6.81
H 2.87 0.84 4.46
C -4.63 0.43 2.11
C -4.74 -1.09 2.11
C -5.18 -1.61 0.76
C -5.69 -1.56 3.20
O -3.46 -1.69 2.45
Si -1.88 -1.63 2.25
S -1.19 -0.04 0.91
O -1.25 -2.97 1.61
C -1.67 -4.27 1.16
C -0.46 -5.17 1.37
C -2.03 -4.16 -0.32
C -2.86 -4.78 1.96
O -1.11 -1.22 3.62
C -1.40 -1.54 5.00
C -2.09 -2.90 5.11
C -0.06 -1.58 5.72
C -2.30 -0.44 5.55
H -5.61 0.87 1.95
H -3.98 0.76 1.30
H -4.22 0.79 3.06
H -6.17 -1.22 0.51
H -5.22 -2.70 0.76
H -4.49 -1.28 -0.02
H -6.70 -1.18 3.02
H -5.36 -1.20 4.18
H -5.72 -2.65 3.23
H 0.40 -4.79 0.81
H -0.68 -6.19 1.03
H -0.20 -5.20 2.43
H -1.17 -3.82 -0.90
H -2.84 -3.43 -0.45
H -2.36 -5.12 -0.70
H -2.61 -4.84 3.02
H -3.13 -5.78 1.62
H -3.72 -4.13 1.84
H -1.44 -3.69 4.71
H -3.03 -2.90 4.55
H -2.30 -3.12 6.15
H 0.56 -2.38 5.31
H -0.21 -1.75 6.79
H 0.45 -0.63 5.59
H -3.26 -0.46 5.02
H -1.83 0.53 5.40
H -2.48 -0.59 6.61
N 5.12 1.13 -3.03
C 4.97 -0.21 -2.89
O 5.85 -0.99 -3.19
C 3.67 -0.70 -2.33
C 3.44 -2.07 -2.37
C 2.27 -2.58 -1.82
C 1.36 -1.70 -1.27
N 1.57 -0.37 -1.25
C 2.70 0.10 -1.77
H 5.99 1.47 -3.41
H 4.39 1.79 -2.87
H 4.18 -2.72 -2.81
H 2.06 -3.64 -1.83
H 0.43 -2.04 -0.83
H 2.83 1.18 -1.68
```

Properties
HOMO (spin up / spin down)   -9.54 / -10.79 eV
LUMO energy (spin up / spin down)   -2.2 / -4.8 eV
M   1272.49 g mol⁻¹
F_max   1.5 eV Å⁻¹
<S²>   8.779
Net charge   +1
HOMO-LUMO gap (spin up / spin down)   7.308 / 5.954 eV
Spin multiplicity   6